1.
# C22H41AlBrClF4LiN3NaO6

C22H41AlBrClF4LiN3NaO6 as an isolated structure (ωB97M-V with the def2-TZVPD basis set, the OMol25 dataset).

For the calculated total energy, the calculation gives -144874.687 eV. Its HOMO energy is -0.276 Eh. For the LUMO energy, the calculation gives -5.4 eV. As for the total charge: +1.

The geometry in XYZ format:
```
81
Properties=species:S:1:pos:R:3:forces:R:3:mulliken_charge:R:1
C 2.61949 -2.02831 -1.04906 -4.14 5.36 0.34 -0.26
C 1.90205 -0.94658 -0.77014 2.68 -4.55 -2.50 -0.44
C 0.99064 0.40582 -0.69793 0.21 -2.70 0.23 -0.41
C -0.31462 0.14971 0.24381 0.69 -0.33 -0.04 -0.75
C -1.52264 -0.43157 -0.65917 -0.63 -0.49 1.01 0.88
C -1.59352 -2.02903 -0.74273 0.69 -5.17 -1.52 0.23
C -0.98814 -3.06418 -1.74594 -0.55 3.42 2.38 -0.50
O -0.22412 -2.55629 -2.86869 -3.04 -1.90 1.65 -0.26
C -1.28119 -2.12708 -3.82711 -0.79 0.32 -1.04 0.40
C -0.77738 -2.11606 -5.36071 -0.79 -0.05 0.42 -1.05
N -1.32368 -4.43540 -1.37545 -1.66 4.06 2.61 -0.08
Br -0.77243 -5.95421 -2.32892 -0.08 0.47 0.65 0.19
C -2.15110 -4.34838 -0.15131 1.32 2.95 -1.82 -0.13
N -2.31006 -2.92970 0.18549 1.70 -1.59 -2.00 0.41
C -3.12403 -2.43109 1.35022 -1.01 -1.11 1.07 -0.75
C -4.51744 -1.71748 0.92078 0.02 0.11 0.30 -0.53
C -5.03574 -2.08292 -0.55971 -0.40 0.13 -0.01 -0.08
C -6.31695 -1.15993 -1.00685 0.42 -0.64 -0.53 -0.92
C -5.80814 0.19660 -1.73667 0.85 -0.23 0.31 -0.35
O -4.75934 0.89230 -1.01492 -1.00 -0.06 -1.74 -0.23
C -4.10781 1.88937 -1.87103 1.09 1.43 -0.08 -0.12
C -3.22918 2.90198 -0.96882 -0.04 -0.66 0.83 -0.95
H 2.95968 -3.01975 -1.53214 -0.47 2.06 1.40 0.45
H 0.61987 0.66273 -1.77030 0.57 -0.54 1.50 0.56
H 1.58275 1.32560 -0.26718 -0.64 -0.76 -0.28 -0.02
H -0.05556 -0.60584 1.09051 -0.34 1.26 -1.57 0.38
H -0.57813 1.14374 0.78629 0.38 -1.54 -1.32 0.42
H -2.52105 -0.08844 -0.16184 1.62 -0.66 -1.16 -0.79
H -1.43919 0.00263 -1.71850 -0.30 -0.79 1.62 0.07
H -2.16707 -2.85664 -3.66273 1.35 1.38 -0.59 0.32
H -1.60331 -1.05191 -3.56216 0.40 -1.72 -0.11 -0.22
H 0.34095 -2.37103 -5.35921 -1.74 0.39 -0.34 0.29
H -1.01366 -1.08201 -5.84377 0.77 -1.80 0.96 0.31
H -1.41671 -2.87653 -5.95773 1.48 1.08 0.98 0.27
H -2.59334 -5.24024 0.43411 0.98 1.78 -1.21 0.35
H -3.42173 -3.37655 1.96121 0.76 1.59 -1.10 0.34
H -2.50218 -1.76886 2.06942 -0.88 -1.08 -1.57 0.21
H -4.38851 -0.58593 1.11730 -0.44 -1.80 -0.67 0.20
H -5.32804 -2.11071 1.65944 1.46 0.81 -1.24 0.46
H -5.31530 -3.21552 -0.56656 0.26 2.09 -0.04 0.45
H -4.25688 -1.95007 -1.39568 -0.87 -0.12 1.44 -0.14
H -7.05493 -0.96931 -0.14868 1.30 -0.09 -1.21 0.38
H -6.88498 -1.79661 -1.80331 0.84 1.26 1.27 0.31
H -6.68153 0.95828 -1.90373 2.06 -1.25 2.47 0.20
H -5.36001 -0.07867 -2.79429 -0.78 0.25 1.62 0.41
H -4.87721 2.52662 -2.44540 0.76 -1.02 0.74 0.25
H -3.40172 1.40614 -2.64732 -1.25 0.32 1.17 0.20
H -2.86112 2.28482 -0.05076 -0.55 1.20 -1.59 0.13
H -3.83844 3.78863 -0.56849 0.80 -1.47 -0.65 0.33
H -2.29970 3.32462 -1.49709 -1.53 -0.82 0.60 0.35
Cl 1.59803 2.98857 0.38260 0.26 0.45 0.05 -0.66
C 2.44815 6.50791 1.87333 1.00 1.33 1.10 0.76
O 2.11422 5.54124 2.61948 0.35 -0.12 1.08 -0.77
O 2.06079 6.29796 0.58783 -0.55 -0.54 -0.54 -0.46
O 3.05255 7.56729 2.12860 -0.24 -0.77 0.12 -0.76
H 1.66292 5.43379 0.80904 -0.18 -0.15 -1.16 0.28
C 6.32947 2.34163 4.82411 0.16 -0.01 0.37 -1.48
C 4.90491 2.82951 4.60752 0.55 -0.63 -0.15 0.10
C 4.50420 2.90824 3.13375 -0.77 0.97 -0.17 -0.56
O 5.10650 4.05339 2.53271 0.14 -0.99 0.07 -0.27
C 6.28852 3.77132 1.78634 0.05 0.49 0.00 -0.76
N 4.79406 4.21788 5.16050 -0.27 0.54 -0.01 -0.26
H 7.07327 3.07135 4.49340 -0.12 -0.05 -0.11 0.38
H 6.51223 2.15177 5.88634 0.04 -0.03 -0.07 0.42
H 6.50517 1.40729 4.28514 -0.09 0.15 0.06 0.34
H 4.20813 2.19780 5.16656 0.01 0.12 -0.13 0.36
H 3.42237 3.06871 3.07719 0.01 0.16 -0.19 0.32
H 4.71976 1.98247 2.59088 0.18 0.07 0.22 0.45
H 6.30009 2.75436 1.38549 -0.08 0.02 0.08 0.33
H 7.16471 3.93261 2.41759 0.19 -0.15 -0.11 0.26
H 6.33852 4.47847 0.95568 -0.12 -0.05 0.12 0.24
H 5.25883 4.34102 6.06369 -0.10 -0.15 -0.17 0.36
H 3.81525 4.51395 5.24861 -0.02 0.10 -0.22 0.38
H 5.21964 4.86275 4.47277 -0.19 -0.08 -0.16 0.36
F 2.11648 -8.31836 -0.01057 0.52 -0.13 -1.73 -0.47
Al 2.80702 -8.64029 -1.62106 0.56 -0.53 0.16 0.88
F 3.78871 -7.24426 -2.13299 -1.21 -1.23 0.51 -0.47
F 1.48379 -8.89238 -2.79004 1.03 0.60 1.16 -0.47
F 3.82811 -10.09451 -1.55194 -1.24 1.73 -0.10 -0.44
Na -7.29920 0.97136 -3.39614 -1.26 0.25 -2.51 0.96
Li 2.87511 0.54043 -2.41294 -0.17 -0.17 0.77 0.91
```
Positions in Å, forces in eV/Å.

***

2.
# C4H7N

A 2-piece molecular cluster, C4H7N overall (ωB97M-V with the def2-TZVPD basis set, the OMol25 dataset).

For the relative energy (zero: lowest compared OMol25 entry of this formula, charge and spin), the calculation gives 718.3 kJ/mol. For the calculated total energy, the calculation gives -5743.973 eV. Its HOMO energy is -0.270 Eh. For the LUMO energy, the calculation gives 0.6 eV. As for the total charge: 0.

The geometry in XYZ format:
```
12
Properties=species:S:1:pos:R:3:forces:R:3:nbo_charge:R:1
C -0.10121 -1.93703 0.09453 1.05 -2.64 -2.29 -0.32
C 0.59815 1.77270 0.11058 -0.52 0.46 0.02 -0.12
C 0.01072 -0.18308 1.75743 0.56 1.23 -0.66 0.11
C -0.17762 1.33363 -1.03795 -1.77 -3.03 0.75 -0.81
N -0.00810 -1.10528 1.01082 -0.77 1.07 2.13 -0.28
H 0.72437 -2.67722 0.03706 -0.90 0.38 -0.20 0.21
H -0.95439 -1.96046 -0.57826 0.20 0.11 0.17 0.22
H 1.60093 1.74027 -0.27628 1.34 -0.22 0.19 0.08
H -0.49328 -0.01891 2.67962 0.02 -0.12 0.65 0.21
H 0.21036 1.51173 -2.08090 -0.75 0.15 0.99 0.24
H -0.12921 0.09588 -0.96947 0.43 2.29 -0.23 0.26
H -1.28071 1.42778 -0.74718 1.11 0.32 -1.51 0.21
```
Positions in Å, forces in eV/Å.

***

3.
# C30H64BN2O13

A 7-piece molecular cluster, C30H64BN2O13 overall (ωB97M-V with the def2-TZVPD basis set, the OMol25 dataset).

For the calculated total energy, the calculation gives -62418.077 eV. Its HOMO energy is -0.413 Eh. For the LUMO energy, the calculation gives -2.2 eV. As for the total charge: +1.

The geometry in XYZ format:
```
110
Properties=species:S:1:pos:R:3:forces:R:3:mulliken_charge:R:1
C 2.49304 1.46511 -2.76178 -0.02 -0.40 0.63 -1.18
C 2.29855 0.30949 -1.72097 0.05 0.18 -0.41 -0.32
B 1.25292 -0.76318 -2.19141 0.03 0.53 -0.07 0.34
O 1.70721 -1.75109 -3.00901 -0.06 -0.67 0.65 -0.51
C -0.29851 -0.75453 -1.80174 0.81 -0.27 -0.20 -0.11
C -1.26961 -0.92907 -2.99999 -0.68 -0.16 0.56 -0.80
N -1.86536 0.29378 -3.49738 0.04 0.10 -0.42 -0.35
C -1.16959 1.49754 -3.11819 0.43 -0.40 0.22 -0.64
C -1.15923 1.64076 -1.60978 -0.11 0.56 0.08 -0.43
N -0.66525 0.39511 -0.91524 -1.04 -0.12 -0.15 -0.11
H 1.97963 1.28139 -3.69947 -0.03 0.07 -0.14 0.44
H 3.55062 1.55841 -2.97301 0.11 0.18 -0.15 0.16
H 2.14571 2.39202 -2.31673 -0.07 0.24 -0.26 0.33
H 3.25411 -0.19669 -1.61910 0.08 -0.18 0.11 0.40
H 2.09318 0.74762 -0.74305 -0.06 0.01 0.10 0.26
H 1.22242 -2.58478 -2.89204 0.01 0.34 -0.62 0.28
H -0.42316 -1.64855 -1.18503 -0.06 -0.04 0.20 -0.07
H -2.08169 -1.57474 -2.67046 -0.11 -0.10 -0.03 0.44
H -0.75589 -1.48942 -3.77967 0.24 0.12 -0.16 0.34
H -2.85918 0.35013 -3.33012 0.05 -0.01 0.12 0.37
H -0.15125 1.44397 -3.50103 0.07 0.08 -0.13 0.00
H -1.62825 2.37695 -3.55488 -0.14 0.09 -0.06 0.51
H -0.57679 2.48403 -1.25007 0.26 0.04 -0.07 0.50
H -2.17852 1.80567 -1.28203 -0.21 -0.06 0.15 0.24
H -1.41739 0.06645 -0.29603 0.21 0.07 0.30 0.54
H 0.08963 0.63311 -0.27574 0.09 -0.17 -0.11 0.43
O -1.26091 -0.44369 1.61272 0.11 0.07 -0.21 -0.71
C -0.96767 -1.57466 1.94869 -0.23 -0.20 0.37 0.96
O -1.38579 -2.57922 1.18399 0.22 0.19 -0.40 -0.38
C -0.97171 -3.95287 1.37277 -0.02 -0.49 0.11 -0.22
C -1.82090 -4.64508 2.40925 -0.08 0.17 0.21 -1.01
C -0.22187 -1.84600 3.22597 0.34 0.01 -0.16 -1.29
H 0.09424 -4.00453 1.60020 -0.01 0.15 0.07 0.40
H -1.11134 -4.43454 0.40680 -0.10 0.14 -0.06 0.11
H -1.72370 -4.17839 3.38972 0.04 -0.04 0.02 0.39
H -1.53591 -5.69244 2.49566 0.01 -0.01 -0.08 0.46
H -2.87173 -4.59083 2.13254 0.01 -0.05 -0.05 0.09
H -0.93891 -1.86870 4.04586 -0.03 -0.01 0.00 0.32
H 0.47913 -1.03207 3.39544 -0.14 0.10 0.05 0.37
H 0.34280 -2.77352 3.21879 -0.14 -0.08 0.03 0.43
O 6.18897 3.34418 1.25223 0.10 -0.26 -0.20 -0.61
C 6.49030 3.16019 0.10164 -0.07 0.22 0.03 0.75
O 7.74310 2.78055 -0.18767 0.06 -0.16 0.16 -0.38
C 8.16544 2.37585 -1.49594 0.08 0.08 -0.22 -0.34
C 8.55564 3.55985 -2.35538 -0.09 0.11 0.07 -0.97
C 5.50903 3.42614 -1.01751 -0.09 -0.46 -0.11 -0.80
H 7.40602 1.75085 -1.96844 -0.04 0.04 0.01 0.30
H 9.03239 1.74075 -1.32596 -0.01 0.00 0.11 0.33
H 7.71198 4.22813 -2.53048 -0.03 -0.04 -0.05 0.27
H 8.93043 3.22094 -3.32100 0.01 -0.02 0.01 0.36
H 9.33447 4.14079 -1.86247 0.04 -0.05 -0.01 0.31
H 5.53205 4.48603 -1.26563 0.02 0.01 -0.02 0.24
H 4.51336 3.16789 -0.66394 0.01 0.15 0.12 0.28
H 5.69685 2.84391 -1.91665 0.09 0.13 -0.06 0.23
O -4.18867 2.48465 -0.80292 0.14 0.01 -0.02 -0.63
C -4.24687 3.42381 -0.04373 0.10 0.04 0.03 0.80
O -4.94585 4.49799 -0.41333 -0.18 -0.10 -0.11 -0.34
C -5.23805 5.59654 0.46533 0.06 0.25 0.14 -0.40
C -4.11350 6.60942 0.49705 0.13 -0.12 -0.07 -0.96
C -3.49168 3.42806 1.26443 -0.30 -0.14 0.21 -0.99
H -5.50003 5.23239 1.45889 0.05 -0.05 0.00 0.37
H -6.13491 6.05246 0.05215 -0.01 -0.09 -0.09 0.31
H -3.19209 6.17888 0.89039 -0.02 0.01 0.08 0.27
H -4.38741 7.45918 1.12128 -0.02 0.00 0.00 0.36
H -3.90260 6.96916 -0.50979 -0.06 0.04 0.00 0.30
H -2.46641 3.74656 1.07580 0.00 0.04 0.00 0.23
H -3.47968 2.41320 1.65616 0.10 -0.04 -0.12 0.31
H -3.92575 4.06760 2.02747 0.08 0.11 -0.05 0.37
O -2.60434 -6.54291 -0.26149 0.14 0.13 0.00 -0.50
C -2.16191 -7.01605 -1.27515 -0.30 -0.05 -0.09 0.87
O -0.99761 -6.53590 -1.75501 0.17 0.09 0.18 -0.39
C -0.29240 -7.14322 -2.84733 0.02 -0.03 -0.23 -0.46
C -0.80096 -6.65992 -4.18931 -0.14 0.04 0.06 -0.89
C -2.91614 -8.06688 -2.05184 0.24 -0.31 0.11 -1.21
H -0.31596 -8.22930 -2.76159 -0.06 0.00 0.01 0.38
H 0.74516 -6.84192 -2.71385 -0.02 0.03 0.10 0.33
H -1.84429 -6.93179 -4.34703 0.02 -0.07 -0.02 0.28
H -0.20915 -7.09034 -4.99668 0.02 0.00 0.01 0.37
H -0.73540 -5.57301 -4.24919 0.06 0.00 -0.01 0.22
H -3.64730 -7.57135 -2.68929 0.00 0.02 -0.01 0.29
H -3.44198 -8.70036 -1.34250 -0.10 0.13 0.04 0.33
H -2.28750 -8.70999 -2.66189 -0.02 0.09 -0.10 0.37
O 5.61832 10.31289 1.23390 -0.02 -0.10 -0.05 -0.56
C 5.96772 9.22205 1.59085 -0.04 0.16 0.23 0.68
O 5.54558 8.14658 0.89416 -0.02 -0.01 -0.29 -0.38
C 6.03414 6.82141 1.12131 0.01 -0.13 0.17 -0.06
C 5.28929 6.11401 2.23049 -0.08 0.16 0.25 -0.83
C 6.79989 9.02372 2.83635 0.35 -0.10 -0.17 -0.87
H 7.11228 6.83069 1.28845 -0.01 0.02 0.04 0.31
H 5.86921 6.30168 0.17846 -0.02 0.08 -0.06 -0.02
H 5.41972 6.62302 3.18644 0.05 0.02 -0.01 0.33
H 5.64208 5.09022 2.32874 -0.04 0.10 0.01 0.28
H 4.21929 6.09884 2.01673 0.01 -0.01 -0.06 0.27
H 6.13683 9.01101 3.70015 -0.02 -0.01 0.01 0.25
H 7.47827 9.86785 2.92744 -0.13 0.10 0.03 0.31
H 7.40099 8.11760 2.83440 -0.12 -0.06 0.06 0.31
O -5.00115 -4.04698 4.25897 0.00 -0.01 0.01 -0.56
C -5.80549 -4.76718 3.72929 0.20 -0.08 -0.10 0.74
O -6.67635 -5.44179 4.49643 -0.08 0.14 0.18 -0.37
C -7.77866 -6.18613 3.96626 -0.08 -0.19 -0.10 -0.41
C -7.37307 -7.58914 3.56587 0.15 0.02 -0.03 -0.89
C -5.79721 -4.98330 2.23388 -0.32 0.24 -0.14 -0.91
H -8.25253 -5.64137 3.14868 0.05 0.00 -0.03 0.37
H -8.50384 -6.22854 4.77650 0.06 0.07 0.06 0.30
H -6.63192 -7.58179 2.76615 -0.05 0.02 -0.05 0.23
H -8.24148 -8.15229 3.22403 -0.01 0.01 0.01 0.35
H -6.93114 -8.10894 4.41555 -0.06 0.00 0.03 0.30
H -5.06080 -5.74969 1.99232 -0.02 -0.03 -0.01 0.22
H -5.50075 -4.04866 1.76330 0.17 -0.02 0.06 0.32
H -6.75910 -5.26177 1.81064 0.04 -0.17 0.05 0.35
```
Positions in Å, forces in eV/Å.

***

4.
# C2H4INO

A 2-piece molecular cluster, C2H4INO overall (ωB97M-V with the def2-TZVPD basis set, the OMol25 dataset).

For the relative energy (zero: lowest compared OMol25 entry of this formula, charge and spin), the calculation gives 279.3 kJ/mol. For the calculated total energy, the calculation gives -13773.527 eV. Its HOMO energy is -0.331 Eh. For the LUMO energy, the calculation gives -0.9 eV. As for the total charge: 0.

The geometry in XYZ format:
```
9
Properties=species:S:1:pos:R:3:forces:R:3:nbo_charge:R:1
C 0.04292 -0.66442 -1.00582 -2.02 0.74 -0.18 0.37
C -0.12449 -0.11164 0.34570 1.19 3.41 2.23 -0.31
N 0.75218 1.69627 0.32788 0.64 -5.61 0.77 -0.83
O 0.96161 -1.32350 -1.41319 -0.34 0.30 0.01 -0.48
I -0.30924 2.88427 -0.78462 -0.97 1.32 -1.37 0.33
H -0.91697 -0.31978 -1.55963 1.54 -0.84 -0.48 0.11
H -1.10022 0.16554 0.76634 -0.05 0.06 -1.19 0.22
H 0.35582 -0.51159 1.21745 1.06 -0.51 -0.13 0.22
H 1.58091 1.27483 -0.17888 -1.06 1.12 0.33 0.37
```
Positions in Å, forces in eV/Å.